[1]
This record from the OMol25 dataset describes 2 unconnected molecules or ions with the total composition C2H2N2O3 at a distorted geometry. The level of theory is the ωB97M-V functional and the def2-TZVPD basis.

Each line ends with the Mulliken charge.
Atoms and positions in Å:
O (1.54, -1.67, 0.43)  -0.6971
N (1.48, -0.52, 0.09)  0.5625
C (1.18, 0.58, 0.02)  0.1886
O (1.11, 1.83, -0.32)  -0.4256
H (1.01, 2.32, 0.52)  0.3644
N (-1.36, -1.09, -0.67)  -0.4831
C (-1.90, -0.24, -0.03)  0.5405
O (-2.46, 0.62, 0.48)  -0.4092
H (-0.58, -1.83, -0.53)  0.3589

Calculated values
M ... 102.0 Da
DFT total energy ... -11224.994 eV

[2]
This record from the OMol25 dataset describes C3H6S3 in the gas phase at a distorted geometry. The level of theory is the ωB97M-V functional and the def2-TZVPD basis.

Each line ends with the Mulliken charge.
Atoms and positions in Å:
S (0.77, 1.62, -1.14)  -0.2516
C (-0.19, 0.75, 0.08)  -0.1306
C (-0.64, -0.60, -0.28)  -0.2506
S (-2.29, -1.05, 0.28)  -0.2297
C (0.33, -0.42, 0.85)  -0.3724
S (1.98, -1.08, 0.63)  -0.1596
H (1.87, 1.97, -0.51)  0.1096
H (-0.93, 1.42, 0.57)  0.3252
H (-0.32, -0.93, -1.23)  0.4686
H (-2.80, -1.02, -0.91)  0.1082
H (-0.07, -0.53, 1.88)  0.3159
H (2.31, -0.14, -0.22)  0.0670

Calculated values
M ... 138.3 Da
DFT total energy ... -35712.589 eV